Record 1
{"formula": "C17H28N3O3", "method": "the ωB97M-V functional and the def2-TZVPD basis", "total_charge": 1, "energy_ev": -28690.32063, "elements": ["O", "O", "O", "C", "C", "C", "C", "C", "C", "C", "C", "C", "N", "N", "C", "C", "C", "C", "C", "C", "C", "C", "N", "H", "H", "H", "H", "H", "H", "H", "H", "H", "H", "H", "H", "H", "H", "H", "H", "H", "H", "H", "H", "H", "H", "H", "H", "H", "H", "H", "H"], "xyz": [[-1.92, -2.83, 1.87], [1.75, 0.68, -3.73], [3.20, -2.20, 1.46], [-1.32, -2.20, 2.73], [0.53, 0.73, -3.61], [2.16, -2.76, 1.81], [-2.92, 0.68, -0.73], [-2.42, -0.51, -1.28], [-2.16, 1.38, 0.24], [-1.18, -1.02, -0.86], [-0.92, 0.87, 0.65], [-0.42, -0.33, 0.10], [2.24, -3.87, 2.55], [-0.03, -1.86, 2.63], [-2.03, -1.78, 4.00], [1.14, -4.72, 3.02], [0.90, -0.90, 0.57], [-0.25, 4.02, -1.74], [1.36, 3.70, -3.51], [1.67, 2.60, -1.38], [-0.17, 1.88, -2.84], [0.79, -2.16, 1.45], [0.66, 3.04, -2.38], [-0.07, -0.07, -4.03], [-3.89, 1.05, -1.01], [-3.02, -1.07, -1.99], [-2.56, 2.27, 0.69], [-0.83, -1.96, -1.26], [-0.36, 1.38, 1.42], [3.18, -4.18, 2.75], [0.39, -1.38, 3.40], [-1.45, -2.09, 4.86], [-3.01, -2.26, 4.02], [-2.16, -0.70, 3.99], [1.51, -5.71, 3.27], [0.68, -4.28, 3.91], [0.37, -4.82, 2.24], [1.50, -1.14, -0.31], [1.45, -0.13, 1.12], [-0.79, 3.56, -0.91], [-0.99, 4.39, -2.46], [0.30, 4.88, -1.36], [1.89, 4.60, -3.16], [0.65, 4.00, -4.29], [2.10, 3.03, -3.96], [1.19, 2.05, -0.56], [2.20, 3.45, -0.95], [2.41, 1.94, -1.84], [-0.97, 2.25, -3.49], [-0.65, 1.42, -1.98], [0.29, -2.92, 0.85]]}

Record 2
{"formula": "C3H6N2O2", "method": "the ωB97M-V functional and the def2-TZVPD basis", "total_charge": 0, "energy_ev": -10280.91962, "elements": ["C", "C", "C", "N", "N", "O", "O", "H", "H", "H", "H", "H", "H"], "xyz": [[-0.91, -0.30, -0.42], [1.18, 0.05, 2.17], [0.51, 1.52, -0.88], [-1.21, -1.65, -0.31], [0.21, 0.22, -0.89], [0.76, 0.72, 3.00], [1.65, -0.56, 1.31], [-1.33, 0.22, 0.39], [1.29, 2.02, -1.49], [0.05, 2.22, -0.22], [-0.79, -2.24, -1.11], [-2.15, -1.86, -0.13], [0.77, -0.35, -1.42]]}

Record 3
{"formula": "CHN2OS", "method": "the ωB97M-V functional and the def2-TZVPD basis", "total_charge": -1, "energy_ev": -16914.71091, "elements": ["C", "N", "N", "O", "S", "H"], "xyz": [[-0.20, -1.60, -1.54], [-0.07, -2.66, -2.02], [0.56, 1.11, 1.38], [0.53, 2.36, 1.20], [-0.55, -0.07, -1.13], [-0.28, 0.86, 2.11]]}

Record 4
{"formula": "C54H61CaFN7O2P3", "method": "the ωB97M-V functional and the def2-TZVPD basis", "total_charge": 0, "energy_ev": -120543.13357, "elements": ["Ca", "O", "N", "C", "C", "C", "C", "C", "C", "C", "P", "C", "C", "C", "C", "C", "C", "C", "C", "C", "C", "C", "C", "H", "H", "H", "H", "H", "H", "H", "H", "H", "H", "H", "H", "H", "H", "H", "H", "F", "N", "P", "C", "C", "C", "C", "C", "C", "C", "C", "C", "C", "C", "C", "C", "C", "C", "C", "C", "C", "H", "H", "H", "H", "H", "H", "H", "H", "H", "H", "H", "H", "H", "H", "H", "O", "P", "N", "C", "C", "C", "C", "N", "C", "C", "C", "C", "N", "C", "C", "C", "C", "H", "H", "H", "H", "H", "H", "H", "H", "H", "H", "H", "H", "H", "H", "H", "H", "H", "H", "H", "H", "H", "H", "H", "H", "N", "C", "C", "C", "C", "C", "N", "H", "H", "H", "H", "H", "H"], "xyz": [[0.28, -0.03, 1.18], [-2.77, 0.69, 1.77], [-3.19, 0.54, 0.49], [-4.19, -0.24, 0.39], [-4.76, -0.55, -0.92], [-6.14, -0.76, -1.00], [-6.76, -0.97, -2.22], [-6.00, -0.96, -3.39], [-4.63, -0.79, -3.31], [-3.98, -0.61, -2.09], [-2.14, -0.49, -2.01], [-1.69, -1.66, -3.36], [-2.30, -2.91, -3.45], [-1.86, -3.87, -4.35], [-0.79, -3.59, -5.19], [-0.17, -2.36, -5.12], [-0.60, -1.41, -4.20], [-1.91, 1.17, -2.77], [-1.57, 2.22, -1.91], [-1.41, 3.51, -2.41], [-1.57, 3.76, -3.76], [-1.91, 2.73, -4.62], [-2.08, 1.44, -4.13], [-1.96, 1.32, 1.71], [-4.65, -0.66, 1.29], [-6.72, -0.74, -0.09], [-7.83, -1.12, -2.27], [-6.47, -1.10, -4.35], [-4.05, -0.82, -4.22], [-3.14, -3.14, -2.80], [-2.36, -4.83, -4.39], [-0.45, -4.33, -5.91], [0.66, -2.13, -5.77], [-0.09, -0.45, -4.15], [-1.42, 2.04, -0.84], [-1.16, 4.31, -1.72], [-1.45, 4.77, -4.14], [-2.04, 2.92, -5.68], [-2.35, 0.64, -4.81], [0.07, -1.02, 3.01], [-0.59, 2.09, 1.33], [-0.23, 3.22, 2.31], [0.62, 4.65, 1.55], [0.97, 4.53, 0.21], [1.57, 5.58, -0.46], [1.84, 6.77, 0.21], [1.50, 6.90, 1.55], [0.89, 5.84, 2.21], [-1.64, 4.01, 3.15], [-1.56, 4.55, 4.43], [-2.67, 5.17, 5.00], [-3.86, 5.24, 4.29], [-3.94, 4.70, 3.02], [-2.84, 4.08, 2.45], [0.89, 2.73, 3.68], [0.48, 1.66, 4.47], [1.34, 1.11, 5.42], [2.62, 1.63, 5.58], [3.04, 2.69, 4.79], [2.18, 3.24, 3.85], [0.74, 3.59, -0.29], [1.83, 5.48, -1.51], [2.31, 7.59, -0.31], [1.71, 7.82, 2.07], [0.61, 5.96, 3.26], [-0.63, 4.48, 4.99], [-2.60, 5.58, 6.00], [-4.72, 5.72, 4.73], [-4.87, 4.74, 2.47], [-2.90, 3.63, 1.46], [-0.50, 1.21, 4.32], [1.01, 0.26, 6.00], [3.29, 1.20, 6.31], [4.03, 3.10, 4.91], [2.52, 4.06, 3.23], [0.75, -1.79, -0.19], [1.29, -3.14, 0.17], [2.09, -3.10, 1.60], [2.74, -4.32, 2.13], [4.22, -3.96, 2.14], [4.18, -2.50, 2.61], [2.92, -1.93, 1.93], [2.24, -3.63, -1.09], [2.67, -5.02, -1.32], [2.72, -5.12, -2.85], [3.18, -3.72, -3.25], [2.41, -2.81, -2.30], [0.17, -4.33, 0.41], [-0.69, -4.65, -0.75], [-1.89, -5.35, -0.11], [-2.08, -4.54, 1.18], [-0.65, -4.25, 1.65], [2.49, -5.19, 1.52], [2.38, -4.51, 3.15], [4.62, -4.02, 1.12], [4.81, -4.60, 2.79], [5.07, -1.93, 2.35], [4.06, -2.46, 3.69], [3.18, -1.38, 1.02], [2.37, -1.27, 2.61], [1.97, -5.72, -0.87], [3.66, -5.20, -0.90], [1.71, -5.30, -3.24], [3.37, -5.91, -3.20], [2.99, -3.48, -4.29], [4.26, -3.62, -3.07], [1.44, -2.54, -2.71], [2.94, -1.88, -2.07], [-0.16, -5.28, -1.46], [-1.02, -3.74, -1.27], [-1.63, -6.38, 0.13], [-2.76, -5.35, -0.76], [-2.66, -5.06, 1.93], [-2.59, -3.60, 0.96], [-0.30, -5.01, 2.35], [-0.56, -3.28, 2.14], [1.51, 0.78, -1.99], [2.38, 1.44, -1.15], [3.21, 2.45, -1.65], [4.11, 3.06, -0.80], [4.17, 2.65, 0.53], [3.32, 1.66, 0.94], [2.43, 1.06, 0.13], [1.13, 1.33, -2.74], [0.85, 0.14, -1.58], [3.14, 2.72, -2.70], [4.75, 3.84, -1.17], [4.86, 3.11, 1.23], [3.32, 1.32, 1.97]]}

Record 5
{"formula": "C3H7N3", "method": "the ωB97M-V functional and the def2-TZVPD basis", "total_charge": 0, "energy_ev": -7688.62771, "elements": ["C", "C", "N", "C", "N", "N", "H", "H", "H", "H", "H", "H", "H"], "xyz": [[1.79, -0.17, -0.93], [0.94, 0.34, 0.17], [-1.66, -0.61, 0.87], [-1.35, 0.22, -0.12], [-0.92, 1.02, -0.88], [1.29, 0.66, 1.32], [0.56, 1.01, 1.94], [-2.65, -0.70, 1.13], [-1.14, -1.47, 0.97], [-2.87, 0.59, -0.80], [1.70, 0.51, -1.79], [1.46, -1.16, -1.25], [2.84, -0.22, -0.62]]}

Record 6
{"formula": "CH3O2", "method": "the ωB97M-V functional and the def2-TZVPD basis", "total_charge": 1, "energy_ev": -5165.21052, "s_squared": 2.007, "spin_multiplicity": 3, "elements": ["C", "O", "O", "H", "H", "H"], "xyz": [[-0.36, -0.02, 0.05], [1.83, 0.29, 0.00], [0.88, -0.48, 0.12], [-0.78, -0.36, -0.93], [-1.15, -0.56, 0.60], [-0.41, 1.12, 0.16]]}

Record 7
{"formula": "C4H7NO4", "method": "the ωB97M-V functional and the def2-TZVPD basis", "total_charge": 0, "energy_ev": -13941.73735, "elements": ["N", "C", "C", "C", "O", "O", "C", "O", "O", "H", "H", "H", "H", "H", "H", "H"], "xyz": [[1.61, 0.30, 0.65], [0.15, 0.31, 0.84], [-0.61, 1.20, -0.23], [-0.46, 0.51, -1.59], [-1.36, 0.05, -2.19], [0.80, 0.49, -2.09], [-0.41, -1.11, 0.87], [0.08, -2.02, 0.33], [-1.41, -1.31, 1.73], [2.00, -0.50, 1.15], [1.92, 0.26, -0.28], [0.14, 0.64, 1.89], [-1.70, 1.26, -0.05], [-0.27, 2.24, -0.18], [0.73, -0.03, -2.86], [-1.22, -2.29, 2.00]]}

Record 8
{"formula": "C19H19N3O3S", "method": "the ωB97M-V functional and the def2-TZVPD basis", "total_charge": 0, "energy_ev": -41458.56345, "elements": ["C", "C", "C", "O", "C", "C", "C", "C", "C", "N", "C", "C", "S", "C", "N", "C", "N", "C", "C", "C", "C", "O", "C", "O", "C", "C", "H", "H", "H", "H", "H", "H", "H", "H", "H", "H", "H", "H", "H", "H", "H", "H", "H", "H", "H"], "xyz": [[-6.51, -2.05, 2.32], [-5.06, -1.52, 2.44], [-4.94, -0.58, 3.64], [-4.82, -0.85, 1.20], [-3.55, -0.36, 0.96], [-3.51, 0.62, -0.02], [-2.30, 1.25, -0.37], [-1.13, 0.86, 0.29], [0.10, 1.59, -0.05], [1.21, 1.33, 0.58], [2.30, 2.05, -0.02], [2.90, 2.93, 1.05], [4.40, 3.90, 0.65], [5.38, 2.60, -0.03], [5.22, 2.24, -1.29], [6.08, 1.19, -1.41], [6.29, 0.50, -2.53], [7.22, -0.46, -2.47], [7.96, -0.74, -1.31], [7.75, 0.04, -0.16], [6.79, 1.04, -0.25], [6.35, 1.92, 0.66], [1.59, 2.81, -1.17], [0.20, 2.48, -1.06], [-1.18, -0.12, 1.25], [-2.37, -0.75, 1.60], [-6.90, -2.42, 3.24], [-6.49, -2.87, 1.57], [-7.11, -1.24, 1.94], [-4.36, -2.37, 2.60], [-4.05, 0.05, 3.62], [-4.91, -1.12, 4.56], [-5.80, 0.06, 3.72], [-4.43, 0.89, -0.52], [-2.25, 1.99, -1.16], [3.00, 1.36, -0.47], [2.19, 3.67, 1.35], [3.15, 2.30, 1.89], [7.37, -1.08, -3.36], [8.67, -1.57, -1.28], [8.30, -0.15, 0.74], [1.97, 2.45, -2.13], [1.76, 3.89, -1.08], [-0.27, -0.38, 1.79], [-2.36, -1.57, 2.30]]}

Record 9
{"formula": "C4H8O2", "method": "the ωB97M-V functional and the def2-TZVPD basis", "total_charge": 0, "energy_ev": -8371.62432, "elements": ["C", "C", "O", "C", "C", "O", "H", "H", "H", "H", "H", "H", "H", "H"], "xyz": [[-1.91, -0.22, 0.36], [-0.71, 0.56, -0.14], [-0.81, 1.41, -1.00], [0.67, 0.25, 0.39], [1.36, -0.91, -0.32], [1.54, 1.38, 0.04], [-1.95, -1.19, -0.15], [-2.82, 0.34, 0.12], [-1.84, -0.40, 1.43], [0.69, 0.16, 1.48], [0.78, -1.39, -1.13], [1.79, -1.69, 0.32], [2.09, -0.09, -0.66], [1.12, 1.78, -0.74]]}

Record 10
{"formula": "C46H58O4PtSe4", "method": "the ωB97M-V functional and the def2-TZVPD basis", "total_charge": 0, "energy_ev": -321464.77396, "s_squared": 6.032, "spin_multiplicity": 5, "elements": ["Pt", "C", "O", "C", "C", "C", "C", "C", "C", "C", "C", "C", "C", "C", "C", "C", "C", "C", "C", "C", "C", "C", "C", "C", "C", "C", "C", "C", "C", "C", "C", "C", "C", "O", "C", "C", "C", "C", "C", "O", "C", "C", "C", "C", "C", "C", "O", "C", "C", "C", "C", "H", "H", "H", "H", "H", "H", "H", "H", "H", "H", "H", "H", "H", "H", "H", "H", "H", "H", "H", "H", "H", "H", "H", "H", "H", "H", "H", "H", "H", "H", "H", "H", "H", "H", "H", "H", "H", "H", "H", "H", "H", "H", "H", "H", "H", "H", "H", "H", "H", "H", "H", "H", "H", "H", "H", "H", "H", "H", "Se", "Se", "Se", "Se"], "xyz": [[-0.40, -0.39, 0.12], [-0.98, 0.13, 3.51], [-0.01, 0.13, 2.46], [0.99, 1.10, 2.47], [0.67, 2.44, 2.34], [-0.74, 3.02, 2.31], [-1.72, 2.77, 1.16], [-3.03, 3.22, 1.32], [-3.97, 3.19, 0.29], [-3.54, 2.72, -0.95], [-2.25, 2.25, -1.14], [-1.75, 1.81, -2.51], [-1.24, 0.38, -2.68], [-2.15, -0.59, -3.08], [-1.83, -1.93, -3.25], [-0.55, -2.33, -2.88], [0.42, -1.42, -2.49], [1.86, -1.89, -2.27], [2.26, -2.36, -0.88], [2.73, -3.63, -0.64], [3.17, -4.03, 0.63], [3.14, -3.09, 1.65], [2.65, -1.80, 1.47], [2.65, -0.85, 2.66], [2.29, 0.62, 2.50], [3.31, 1.56, 2.45], [3.07, 2.93, 2.33], [1.75, 3.34, 2.29], [4.25, 3.89, 2.23], [3.80, 5.34, 2.09], [5.12, 3.77, 3.49], [5.09, 3.52, 1.00], [2.19, -1.44, 0.19], [1.65, -0.24, -0.02], [3.61, -5.48, 0.85], [4.12, -5.72, 2.26], [2.39, -6.39, 0.61], [4.72, -5.85, -0.14], [0.12, -0.04, -2.50], [1.19, 0.77, -2.46], [1.27, 2.03, -3.11], [-2.84, -2.89, -3.90], [-3.15, -2.38, -5.31], [-2.28, -4.31, -4.02], [-4.14, -2.96, -3.10], [-1.36, 2.23, -0.07], [-0.16, 1.61, -0.25], [-5.41, 3.65, 0.56], [-5.99, 2.83, 1.71], [-5.42, 5.13, 0.94], [-6.30, 3.45, -0.67], [-0.52, 0.50, 4.43], [-1.31, -0.90, 3.64], [-1.84, 0.75, 3.24], [-0.60, 4.10, 2.35], [-1.25, 2.78, 3.25], [-3.31, 3.62, 2.29], [-4.23, 2.70, -1.79], [-0.99, 2.52, -2.79], [-2.57, 1.94, -3.22], [-3.16, -0.25, -3.27], [-0.26, -3.37, -2.93], [2.51, -1.06, -2.53], [2.06, -2.70, -2.96], [2.75, -4.34, -1.47], [3.48, -3.37, 2.64], [3.67, -0.86, 3.05], [2.03, -1.29, 3.44], [4.34, 1.19, 2.47], [1.51, 4.39, 2.18], [3.20, 5.67, 2.95], [3.21, 5.49, 1.18], [4.68, 5.99, 2.03], [4.54, 4.00, 4.39], [5.96, 4.47, 3.44], [5.53, 2.76, 3.61], [4.50, 3.59, 0.09], [5.49, 2.51, 1.07], [5.95, 4.21, 0.91], [3.35, -5.53, 3.01], [4.98, -5.09, 2.50], [4.43, -6.76, 2.36], [1.57, -6.13, 1.28], [2.67, -7.44, 0.79], [2.02, -6.31, -0.41], [5.58, -5.19, -0.02], [4.38, -5.77, -1.18], [5.05, -6.88, 0.03], [0.66, 2.05, -4.01], [2.31, 2.16, -3.38], [0.97, 2.82, -2.42], [-2.24, -2.28, -5.90], [-3.64, -1.40, -5.28], [-3.82, -3.07, -5.82], [-1.37, -4.34, -4.63], [-3.02, -4.96, -4.49], [-2.04, -4.74, -3.04], [-4.57, -1.96, -2.93], [-3.97, -3.42, -2.12], [-4.88, -3.55, -3.64], [-5.46, 3.01, 2.65], [-5.93, 1.76, 1.50], [-7.05, 3.08, 1.87], [-4.82, 5.32, 1.83], [-6.44, 5.47, 1.14], [-5.01, 5.74, 0.13], [-6.34, 2.40, -0.98], [-5.96, 4.05, -1.52], [-7.32, 3.77, -0.43], [-2.88, -0.37, 0.39], [-3.84, -2.34, 0.31], [-1.62, -4.24, 0.09], [-0.37, -2.71, 1.09]]}

What did the seventh record say?
{"formula": "C4H7NO4", "method": "the ωB97M-V functional and the def2-TZVPD basis", "total_charge": 0, "energy_ev": -13941.73735, "elements": ["N", "C", "C", "C", "O", "O", "C", "O", "O", "H", "H", "H", "H", "H", "H", "H"], "xyz": [[1.61, 0.30, 0.65], [0.15, 0.31, 0.84], [-0.61, 1.20, -0.23], [-0.46, 0.51, -1.59], [-1.36, 0.05, -2.19], [0.80, 0.49, -2.09], [-0.41, -1.11, 0.87], [0.08, -2.02, 0.33], [-1.41, -1.31, 1.73], [2.00, -0.50, 1.15], [1.92, 0.26, -0.28], [0.14, 0.64, 1.89], [-1.70, 1.26, -0.05], [-0.27, 2.24, -0.18], [0.73, -0.03, -2.86], [-1.22, -2.29, 2.00]]}